No. 1
{"formula": "C40H41FeN5OS2Si", "method": "wB97M-V/def2-TZVPD", "spin_multiplicity": 5, "homo_ev": [-5.16, -7.54], "e_lumo_ha": [0.02213, -0.00904], "largest_force_ha_per_bohr": 0.0221, "de_lowest_kj_mol": 0.0, "gap_ev": [5.764, 7.294], "symbols": ["Fe", "C", "C", "N", "N", "C", "O", "C", "C", "C", "C", "C", "C", "C", "C", "C", "C", "C", "N", "H", "H", "H", "H", "H", "H", "H", "H", "H", "H", "H", "H", "S", "C", "N", "C", "C", "N", "C", "C", "C", "C", "C", "C", "C", "C", "S", "C", "C", "C", "C", "C", "C", "C", "H", "H", "H", "H", "H", "H", "H", "H", "H", "H", "H", "H", "H", "H", "H", "H", "H", "H", "C", "Si", "C", "C", "C", "C", "C", "C", "C", "H", "H", "H", "H", "H", "H", "H", "H", "H", "H", "H"], "coordinates": [[-0.699, 0.680, -0.482], [-4.833, -0.344, -0.321], [-3.392, -0.185, -0.666], [-2.613, 0.751, -0.107], [-3.199, 1.591, 0.785], [-2.411, 2.389, 1.395], [-1.048, 2.350, 1.245], [-2.930, 3.300, 2.442], [-4.292, 3.600, 2.471], [-4.797, 4.453, 3.435], [-3.949, 5.019, 4.380], [-2.598, 4.714, 4.359], [-2.089, 3.851, 3.399], [-2.747, -1.034, -1.593], [-3.399, -2.121, -2.233], [-2.702, -2.920, -3.096], [-1.340, -2.672, -3.333], [-0.766, -1.596, -2.692], [-1.421, -0.793, -1.860], [-5.212, 0.542, 0.182], [-4.991, -1.193, 0.349], [-5.431, -0.519, -1.215], [-4.940, 3.163, 1.726], [-5.854, 4.683, 3.444], [-4.342, 5.689, 5.131], [-1.931, 5.149, 5.091], [-1.038, 3.609, 3.393], [-4.440, -2.314, -2.029], [-3.204, -3.746, -3.584], [-0.750, -3.289, -3.994], [0.276, -1.338, -2.843], [-0.244, -0.839, 1.256], [1.258, -1.507, 0.752], [1.715, -2.652, 1.337], [2.909, -3.290, 0.816], [3.942, -2.223, 0.557], [3.384, -1.243, -0.350], [4.287, -0.705, -1.349], [4.690, -1.756, -2.350], [5.995, -2.217, -2.431], [6.342, -3.208, -3.341], [5.378, -3.746, -4.176], [4.068, -3.287, -4.105], [3.729, -2.298, -3.200], [2.091, -0.839, -0.200], [1.508, 0.480, -1.137], [0.869, -3.520, 2.146], [0.415, -4.744, 1.377], [0.703, -6.016, 1.848], [0.309, -7.142, 1.137], [-0.371, -6.998, -0.058], [-0.657, -5.726, -0.541], [-0.268, -4.604, 0.169], [2.684, -3.833, -0.113], [3.261, -4.014, 1.552], [4.825, -2.658, 0.087], [4.248, -1.747, 1.498], [5.176, -0.299, -0.851], [3.785, 0.125, -1.849], [6.750, -1.796, -1.778], [7.364, -3.558, -3.393], [5.643, -4.519, -4.884], [3.313, -3.700, -4.760], [2.711, -1.935, -3.143], [0.019, -2.939, 2.503], [1.449, -3.836, 3.016], [1.242, -6.127, 2.781], [0.539, -8.128, 1.517], [-0.679, -7.871, -0.617], [-1.189, -5.604, -1.472], [-0.498, -3.616, -0.208], [-0.428, 3.078, -1.449], [-0.125, 3.488, 0.358], [1.589, 3.347, 0.998], [-0.754, 5.215, 0.654], [-0.028, 6.124, 1.427], [-0.531, 7.382, 1.721], [-1.782, 7.751, 1.254], [-2.519, 6.872, 0.477], [-2.000, 5.624, 0.171], [-1.128, 3.811, -1.852], [-0.918, 2.127, -1.730], [0.503, 3.118, -2.012], [2.257, 4.057, 0.517], [1.988, 2.344, 0.860], [1.557, 3.574, 2.063], [0.942, 5.854, 1.815], [0.049, 8.071, 2.319], [-2.183, 8.727, 1.493], [-3.497, 7.155, 0.116], [-2.600, 4.949, -0.425]], "lowdin_spin": [1.9659, 0.0262, 0.1923, 0.1330, -0.0397, 0.1010, 0.0504, 0.0037, 0.0177, -0.0019, 0.0210, -0.0021, 0.0189, 0.1015, 0.0625, 0.0384, 0.1107, 0.0130, 0.1398, 0.0008, 0.0103, 0.0042, 0.0007, -0.0006, 0.0014, -0.0006, 0.0012, 0.0039, 0.0002, 0.0075, 0.0005, 0.1473, 0.2006, 0.1276, 0.0102, 0.0084, 0.1272, 0.0108, 0.0060, 0.0013, 0.0002, 0.0006, 0.0001, 0.0006, 0.2035, 0.0867, 0.0126, 0.0064, 0.0016, 0.0002, 0.0008, 0.0004, 0.0013, 0.0031, 0.0008, 0.0003, 0.0032, 0.0045, -0.0011, 0.0002, 0.0000, 0.0000, 0.0000, 0.0004, 0.0011, 0.0032, 0.0002, 0.0000, 0.0000, 0.0001, 0.0012, 0.0205, 0.0069, 0.0034, 0.0007, 0.0006, 0.0001, 0.0004, 0.0001, 0.0014, 0.0019, 0.0070, 0.0002, 0.0001, 0.0024, 0.0002, 0.0000, 0.0000, 0.0000, 0.0000, 0.0005]}

No. 2
{"formula": "C40H42AsInNO2PS", "method": "wB97M-V/def2-TZVPD", "homo_ev": -13.24, "e_lumo_ha": -0.19037, "largest_force_ha_per_bohr": 0.0049, "de_lowest_kj_mol": 39.4, "total_charge": 2, "gap_ev": 8.063, "symbols": ["In", "O", "N", "C", "C", "C", "C", "C", "C", "C", "P", "C", "C", "C", "C", "C", "C", "C", "C", "C", "C", "C", "C", "H", "H", "H", "H", "H", "H", "H", "H", "H", "H", "H", "H", "H", "H", "H", "H", "C", "C", "C", "C", "C", "C", "C", "C", "H", "H", "H", "H", "H", "C", "As", "C", "C", "C", "C", "C", "C", "C", "C", "H", "H", "H", "H", "H", "H", "H", "H", "H", "H", "H", "H", "H", "O", "S", "C", "C", "C", "C", "H", "H", "H", "H", "H", "H", "H", "H"], "coordinates": [[-0.211, -0.570, 0.387], [-0.424, -4.000, 0.915], [-1.369, -3.053, 1.298], [-1.570, -3.120, 2.555], [-2.475, -2.229, 3.273], [-2.882, -2.669, 4.533], [-3.766, -1.931, 5.304], [-4.246, -0.724, 4.826], [-3.835, -0.259, 3.586], [-2.956, -0.998, 2.795], [-2.546, -0.287, 1.197], [-3.647, -0.957, -0.053], [-4.585, -1.933, 0.261], [-5.407, -2.440, -0.736], [-5.287, -1.978, -2.037], [-4.345, -1.004, -2.353], [-3.525, -0.495, -1.364], [-2.852, 1.484, 1.321], [-4.027, 2.068, 0.860], [-4.246, 3.423, 1.062], [-3.302, 4.190, 1.729], [-2.127, 3.608, 2.192], [-1.899, 2.258, 1.986], [-0.582, -4.139, -0.027], [-1.067, -3.897, 3.127], [-2.504, -3.611, 4.906], [-4.073, -2.297, 6.273], [-4.935, -0.136, 5.413], [-4.207, 0.694, 3.238], [-4.682, -2.296, 1.275], [-6.141, -3.194, -0.493], [-5.930, -2.374, -2.809], [-4.258, -0.643, -3.367], [-2.800, 0.279, -1.614], [-4.770, 1.474, 0.344], [-5.160, 3.876, 0.707], [-3.482, 5.243, 1.893], [-1.395, 4.204, 2.720], [-0.992, 1.802, 2.376], [1.193, -1.612, -0.704], [2.107, -1.931, -1.436], [3.208, -2.308, -2.266], [4.062, -3.338, -1.864], [5.140, -3.689, -2.658], [5.370, -3.021, -3.853], [4.522, -2.002, -4.259], [3.443, -1.643, -3.471], [3.867, -3.866, -0.941], [5.796, -4.490, -2.351], [6.211, -3.300, -4.472], [4.698, -1.492, -5.194], [2.774, -0.853, -3.790], [-1.102, 3.143, -1.414], [0.078, 1.620, -1.200], [0.227, 0.977, -3.020], [1.843, 2.366, -0.781], [2.348, 3.292, -1.844], [3.180, 2.809, -2.851], [3.629, 3.653, -3.856], [3.248, 4.987, -3.864], [2.426, 5.476, -2.860], [1.979, 4.633, -1.855], [-0.783, 3.691, -2.300], [-1.050, 3.787, -0.540], [-2.128, 2.797, -1.542], [0.866, 1.660, -3.581], [-0.768, 0.973, -3.464], [0.640, -0.029, -3.032], [2.502, 1.500, -0.664], [1.746, 2.857, 0.189], [3.493, 1.770, -2.840], [4.283, 3.272, -4.627], [3.601, 5.646, -4.644], [2.142, 6.519, -2.855], [1.354, 5.029, -1.063], [0.732, -0.192, 2.274], [1.884, -0.620, 3.201], [2.106, -2.418, 3.071], [3.237, -2.682, 2.090], [4.238, -1.554, 2.309], [3.419, -0.270, 2.286], [1.143, -2.849, 2.798], [2.357, -2.733, 4.085], [2.846, -2.646, 1.072], [3.671, -3.667, 2.258], [5.014, -1.521, 1.546], [4.735, -1.664, 3.275], [3.081, -0.026, 1.275], [3.902, 0.595, 2.735]], "mulliken_charge": [1.6729, -0.4827, 0.0040, -0.8721, 0.8386, -0.9354, -0.8565, -0.8349, -0.7313, 0.6709, 1.3692, 0.3282, -0.4960, -0.7800, -0.6452, -0.8473, -0.0128, 0.4542, -0.3915, -0.8234, -0.5624, -0.8234, -0.2495, 0.3839, 0.4325, 0.5111, 0.4420, 0.4858, 0.5318, 0.4892, 0.4520, 0.4321, 0.4805, 0.1156, 0.5266, 0.4912, 0.4265, 0.4843, 0.4141, -1.1576, 0.5020, 0.6587, -0.5116, -0.6582, -0.4569, -0.8160, -0.1344, 0.4940, 0.4241, 0.4147, 0.4236, 0.4561, -1.3274, 0.3948, -1.0816, -0.5849, 0.0202, -0.1736, -0.6561, -0.5075, -0.7051, -0.3965, 0.5205, 0.3018, 0.3816, 0.4426, 0.5065, 0.0998, 0.1127, 0.6253, 0.4884, 0.4300, 0.4017, 0.4152, 0.3942, -0.3894, 0.0940, -0.2255, -0.0499, -0.9433, 0.1967, -0.1718, 0.5349, -0.3181, 0.5430, 0.4360, 0.3490, -0.4150, 0.5257]}